No. 1
Computed, not measured: 13 unconnected molecules or ions with the total composition C40H110N4O13, with wB97M-V/def2-TZVPD.

Structure (XYZ):
```
167
Properties=species:S:1:pos:R:3:lowdin_charge:R:1
C -5.145 -2.040 -2.321 -0.06
C -4.836 -2.586 -3.688 -0.48
C -4.905 -4.113 -3.746 -0.04
O -5.781 -1.960 -4.601 -0.07
H -6.165 -2.280 -1.955 0.10
H -5.068 -0.973 -2.341 0.06
H -4.447 -2.364 -1.583 0.06
H -3.858 -2.153 -3.918 0.11
H -4.111 -4.437 -3.129 0.06
H -4.684 -4.441 -4.732 0.06
H -5.885 -4.371 -3.365 0.09
H -5.578 -2.332 -5.493 0.10
C -5.348 -1.145 1.530 -0.06
C -4.760 -0.598 2.789 -0.42
C -4.156 -1.681 3.688 -0.02
O -3.838 0.452 2.325 -0.07
H -5.890 -2.005 1.863 0.08
H -4.624 -1.543 0.838 0.07
H -5.982 -0.453 1.005 0.07
H -5.626 -0.144 3.284 0.14
H -3.480 -2.354 3.214 0.05
H -5.001 -2.295 4.027 0.09
H -3.704 -1.273 4.571 0.05
H -3.327 0.784 3.041 0.02
C 1.276 -0.007 0.733 -0.01
C -0.248 0.204 0.603 -0.40
C -0.915 -0.363 -0.623 -0.03
O -0.865 -0.341 1.825 -0.08
H 1.733 0.352 -0.230 0.10
H 1.556 -1.039 0.877 0.07
H 1.664 0.603 1.538 0.05
H -0.447 1.284 0.650 0.11
H -0.909 -1.473 -0.571 0.08
H -0.414 -0.064 -1.517 0.05
H -1.953 -0.107 -0.716 0.08
H -1.760 -0.603 1.605 0.07
C -0.480 -0.316 5.146 -0.04
C -1.584 0.749 5.031 -0.43
C -1.323 1.778 6.100 -0.06
O -1.701 1.381 3.705 -0.12
H -0.434 -1.046 4.390 0.05
H -0.665 -0.862 6.067 0.08
H 0.551 0.089 5.245 0.08
H -2.538 0.229 5.208 0.11
H -1.864 2.720 5.934 0.08
H -0.276 2.124 5.984 0.07
H -1.610 1.400 7.096 0.09
H -1.361 0.789 2.966 0.05
C 1.745 3.495 1.894 -0.04
C 1.121 4.186 3.140 -0.46
C -0.061 5.068 2.841 -0.05
O 0.841 3.152 4.107 -0.08
H 2.575 2.879 2.119 0.03
H 2.040 4.305 1.199 0.09
H 1.051 2.781 1.461 0.06
H 1.938 4.827 3.547 0.14
H 0.244 5.857 2.207 0.06
H -0.472 5.470 3.762 0.08
H -0.841 4.466 2.369 0.07
H 0.152 2.600 3.641 0.08
C 0.824 0.450 -5.635 -0.03
C 0.654 0.889 -4.157 -0.50
C 1.505 2.066 -3.861 -0.07
O -0.782 1.048 -4.022 -0.08
H 1.896 0.380 -5.853 0.08
H 0.409 1.221 -6.295 0.09
H 0.262 -0.464 -5.724 0.06
H 0.966 0.062 -3.491 0.11
H 1.602 2.377 -2.831 0.07
H 1.124 2.962 -4.462 0.11
H 2.502 1.835 -4.209 0.06
H -0.987 1.470 -3.148 0.05
C -5.153 2.038 -1.081 -0.03
C -4.722 3.315 -0.327 -0.38
C -5.826 3.803 0.575 -0.26
O -6.924 4.353 -0.095 -0.19
C -7.817 4.984 0.861 -0.07
N -3.478 2.985 0.513 0.05
H -6.141 2.252 -1.495 0.09
H -5.326 1.358 -0.247 0.06
H -4.491 1.669 -1.847 0.07
H -4.395 4.045 -1.072 0.12
H -5.447 4.644 1.218 0.13
H -6.147 2.947 1.229 0.14
H -8.506 5.480 0.210 0.08
H -7.246 5.728 1.435 0.09
H -8.322 4.237 1.469 0.09
H -3.219 3.668 1.214 0.07
H -3.717 2.108 1.028 0.06
C 6.462 -0.313 -3.643 -0.04
C 5.514 -0.322 -2.423 -0.41
C 5.466 0.959 -1.628 -0.22
O 4.933 0.671 -0.372 -0.21
C 4.618 1.794 0.451 -0.10
N 4.160 -0.714 -2.850 0.06
H 6.351 -1.287 -4.126 0.08
H 7.463 -0.117 -3.280 0.07
H 6.225 0.455 -4.350 0.07
H 5.796 -1.118 -1.759 0.12
H 4.821 1.704 -2.115 0.13
H 6.501 1.377 -1.547 0.14
H 3.701 2.340 0.182 0.08
H 5.479 2.458 0.755 0.11
H 4.438 1.311 1.423 0.06
H 3.414 -0.481 -2.236 0.04
H 3.939 -0.322 -3.731 0.05
C 8.292 -0.233 3.884 -0.07
C 6.877 -0.639 3.360 -0.46
C 5.770 0.139 4.092 -0.23
O 4.509 -0.349 3.709 -0.19
C 3.446 0.500 4.148 -0.09
N 6.798 -0.441 1.965 0.04
H 9.011 -0.855 3.286 0.09
H 8.397 -0.494 4.958 0.08
H 8.569 0.833 3.770 0.08
H 6.814 -1.733 3.575 0.15
H 5.825 1.212 3.803 0.13
H 5.999 0.008 5.165 0.13
H 3.591 1.509 3.859 0.06
H 3.431 0.531 5.234 0.09
H 2.523 0.059 3.841 0.07
H 7.094 0.462 1.677 0.06
H 5.866 -0.531 1.524 0.07
C 1.835 -3.049 -3.316 -0.06
C 0.481 -3.548 -2.894 -0.42
C -0.657 -2.938 -3.737 -0.25
O -0.460 -3.201 -5.052 -0.18
C -1.634 -3.088 -5.829 -0.09
N 0.489 -5.008 -2.928 0.06
H 1.994 -1.991 -3.091 0.05
H 1.979 -3.167 -4.418 0.10
H 2.640 -3.696 -2.959 0.06
H 0.289 -3.281 -1.867 0.11
H -0.759 -1.853 -3.573 0.12
H -1.545 -3.440 -3.369 0.11
H -2.413 -3.849 -5.584 0.09
H -1.352 -3.157 -6.844 0.07
H -2.092 -2.067 -5.674 0.10
H 0.455 -5.309 -3.876 0.06
H -0.409 -5.326 -2.542 0.08
C -1.896 -4.153 1.068 -0.07
C -0.323 -4.170 1.061 -0.36
O 0.106 -5.371 0.546 -0.05
H -2.127 -5.116 1.614 0.09
H -2.453 -4.223 0.099 0.07
H -2.244 -3.311 1.689 0.04
H -0.058 -3.909 2.085 0.11
H 0.054 -3.294 0.489 0.08
H 1.038 -5.430 0.721 0.06
C 4.895 -3.840 0.982 -0.06
C 3.968 -3.341 -0.195 -0.28
O 2.772 -4.128 -0.189 -0.13
H 4.424 -3.510 1.938 0.08
H 5.839 -3.351 0.906 0.04
H 5.021 -4.922 0.928 0.07
H 4.424 -3.467 -1.157 0.09
H 3.670 -2.273 -0.058 0.10
H 2.497 -4.428 -1.099 0.08
C -1.399 5.030 -1.292 -0.07
C -1.483 3.833 -2.270 -0.24
O -1.178 2.571 -1.558 -0.14
H -0.450 5.052 -0.759 0.07
H -2.207 4.901 -0.609 0.03
H -1.550 5.917 -1.880 0.07
H -0.667 3.967 -2.952 0.08
H -2.396 3.855 -2.833 0.10
H -1.873 2.539 -0.863 0.04
```

## Properties
Total charge: 0
E_HOMO (eV): -8.814

***

No. 2
Computed, not measured: 12 unconnected molecules or ions with the total composition C24H72O24, with wB97M-V/def2-TZVPD.

Structure (XYZ):
```
120
Properties=species:S:1:pos:R:3:lowdin_charge:R:1
C -8.985 15.300 -0.288 -0.20
C -9.600 14.330 0.674 -0.25
O -8.950 14.336 1.934 -0.05
O -9.456 16.634 -0.049 -0.11
H -9.239 14.979 -1.298 0.13
H -7.893 15.336 -0.261 0.13
H -9.495 13.331 0.216 0.12
H -10.688 14.419 0.732 0.13
H -9.588 14.117 2.619 0.09
H -9.248 16.904 0.861 0.07
C -9.178 23.737 5.812 -0.21
C -10.093 22.749 5.148 -0.23
O -10.786 23.337 4.063 -0.06
O -8.041 23.946 4.973 -0.09
H -8.776 23.369 6.770 0.12
H -9.694 24.636 6.160 0.13
H -10.891 22.396 5.802 0.12
H -9.559 21.822 4.897 0.11
H -10.188 23.731 3.404 0.06
H -7.537 24.707 5.277 0.11
C -11.503 24.988 -1.922 -0.24
C -11.362 26.417 -2.409 -0.24
O -12.451 26.747 -3.243 -0.05
O -10.481 24.584 -1.051 -0.09
H -11.647 24.336 -2.795 0.13
H -12.474 24.890 -1.417 0.10
H -10.417 26.541 -2.948 0.13
H -11.326 27.083 -1.541 0.12
H -12.143 27.101 -4.077 0.08
H -10.715 23.751 -0.582 0.05
C -8.345 25.130 2.038 -0.21
C -8.218 26.159 0.898 -0.25
O -9.456 26.743 0.552 -0.07
O -9.189 24.057 1.606 -0.09
H -8.832 25.570 2.904 0.11
H -7.337 24.783 2.286 0.12
H -7.725 25.782 -0.002 0.11
H -7.547 26.927 1.305 0.12
H -9.896 26.042 0.028 0.04
H -8.703 23.557 0.933 0.05
C -14.568 24.891 0.766 -0.22
C -15.368 24.741 -0.508 -0.23
O -15.671 26.063 -0.986 -0.07
O -14.204 23.631 1.315 -0.07
H -15.069 25.536 1.490 0.13
H -13.661 25.465 0.544 0.12
H -16.266 24.126 -0.399 0.12
H -14.724 24.279 -1.268 0.11
H -15.596 26.014 -1.942 0.08
H -13.375 23.356 0.907 0.05
C -6.240 21.505 2.358 -0.23
C -5.824 21.234 3.771 -0.25
O -5.695 22.475 4.451 -0.07
O -6.361 20.309 1.575 -0.08
H -5.526 22.180 1.884 0.13
H -7.255 21.934 2.373 0.11
H -4.786 20.881 3.744 0.13
H -6.429 20.472 4.273 0.11
H -6.584 22.848 4.603 0.04
H -6.732 20.562 0.717 0.05
C -9.112 18.765 4.113 -0.25
C -8.384 17.717 3.289 -0.18
O -8.227 18.156 1.923 -0.10
O -9.178 18.415 5.489 -0.05
H -10.155 18.662 3.777 0.10
H -8.737 19.767 3.904 0.10
H -8.848 16.728 3.295 0.11
H -7.391 17.515 3.710 0.13
H -7.281 18.316 1.819 0.09
H -8.653 19.043 5.992 0.09
C -12.361 18.355 5.496 -0.24
C -12.530 19.725 4.835 -0.26
O -13.261 19.558 3.641 -0.07
O -13.661 17.920 5.888 -0.07
H -11.639 18.368 6.311 0.11
H -11.995 17.638 4.751 0.11
H -11.546 20.160 4.583 0.08
H -12.975 20.415 5.558 0.12
H -13.750 20.401 3.488 0.04
H -14.107 17.590 5.106 0.08
C -7.202 21.203 -2.005 -0.20
C -7.994 22.454 -1.574 -0.19
O -7.229 23.172 -0.571 -0.09
O -7.495 20.146 -1.097 -0.09
H -6.136 21.399 -2.104 0.12
H -7.615 20.898 -2.978 0.12
H -8.915 22.160 -1.074 0.11
H -8.163 23.154 -2.398 0.12
H -6.526 23.612 -1.058 0.09
H -8.241 19.671 -1.501 0.05
C -11.643 21.869 1.408 -0.20
C -10.447 21.011 1.726 -0.22
O -10.528 19.841 0.929 -0.04
O -11.562 22.385 0.071 -0.08
H -11.696 22.749 2.046 0.11
H -12.610 21.398 1.614 0.12
H -10.462 20.732 2.787 0.09
H -9.529 21.606 1.680 0.11
H -9.727 19.339 1.148 0.05
H -11.456 21.610 -0.505 0.11
C -17.032 21.568 2.683 -0.25
C -16.072 22.018 3.775 -0.21
O -14.691 21.858 3.460 -0.10
O -17.140 20.183 2.430 -0.05
H -16.672 21.983 1.739 0.11
H -17.994 22.044 2.904 0.12
H -16.140 21.445 4.706 0.13
H -16.270 23.058 4.053 0.12
H -14.444 22.426 2.709 0.05
H -17.488 19.759 3.222 0.09
C -11.867 18.218 -2.114 -0.26
C -10.583 18.177 -2.912 -0.22
O -9.401 18.408 -2.140 -0.10
O -12.099 17.075 -1.312 -0.06
H -12.673 18.415 -2.830 0.12
H -11.892 19.122 -1.487 0.11
H -10.604 18.996 -3.638 0.12
H -10.518 17.256 -3.499 0.12
H -9.190 17.619 -1.607 0.06
H -11.375 17.105 -0.663 0.06
```

## Properties
Total charge: 0
E_HOMO (eV): -9.380
SMILES string: OCCO.OCCO.OCCO.OCCO.OCCO.OCCO.OCCO.OCCO.OCCO.OCCO.OCCO.OCCO

***

No. 3
Computed, not measured: 7 unconnected molecules or ions with the total composition C28H55F9O14, with wB97M-V/def2-TZVPD.

Structure (XYZ):
```
106
Properties=species:S:1:pos:R:3:lowdin_spin:R:1
C -7.622 -2.380 3.947 0.04
O -7.879 -2.783 2.594 0.30
C -6.732 -3.132 1.820 0.07
C -5.725 -1.992 1.665 0.07
O -5.110 -1.921 0.403 0.32
C -3.774 -1.579 0.441 0.05
H -7.728 -3.357 4.419 0.02
H -8.437 -1.782 4.355 0.01
H -6.606 -1.992 4.026 0.00
H -6.949 -3.668 0.896 0.00
H -6.290 -3.899 2.456 0.04
H -5.012 -1.947 2.488 0.00
H -6.156 -0.995 1.762 0.04
H -3.337 -1.387 -0.539 0.00
H -3.155 -2.302 0.973 0.02
H -3.657 -0.718 1.098 0.02
C 0.703 -6.340 -3.498 0.00
O -0.606 -6.020 -3.980 0.00
C -1.605 -5.657 -3.015 0.00
C -2.710 -4.838 -3.640 0.00
O -3.700 -4.463 -2.686 0.00
C -4.411 -3.332 -3.046 0.00
H 0.800 -6.425 -2.415 0.00
H 1.276 -5.447 -3.747 0.00
H 1.138 -7.149 -4.085 0.00
H -1.138 -5.211 -2.137 0.00
H -1.947 -6.617 -2.628 0.00
H -3.177 -5.502 -4.367 0.00
H -2.215 -4.138 -4.313 0.00
H -5.316 -3.186 -2.457 0.00
H -4.620 -3.390 -4.114 0.00
H -3.769 -2.517 -2.710 0.00
C 2.378 6.199 1.300 0.00
O 2.688 4.718 1.379 0.00
C 3.180 4.110 0.200 0.00
C 1.972 3.738 -0.786 0.00
O 1.154 4.873 -1.315 0.00
C 0.252 4.512 -2.374 0.00
H 1.649 6.426 0.522 0.00
H 3.262 6.802 1.092 0.00
H 1.872 6.364 2.251 0.00
H 3.730 3.231 0.535 0.00
H 3.985 4.675 -0.271 0.00
H 1.288 3.002 -0.365 0.00
H 2.412 3.146 -1.589 0.00
H -0.758 4.223 -2.082 0.00
H 0.727 3.727 -2.961 0.00
H 0.162 5.450 -2.921 0.00
C -3.419 -0.813 -5.850 0.00
O -2.447 0.027 -5.440 0.00
C -1.549 0.372 -6.484 0.00
C -0.315 1.311 -6.181 0.00
O -0.411 2.466 -6.951 0.00
C 0.483 3.493 -6.602 0.00
H -4.102 -1.050 -5.034 0.00
H -2.931 -1.762 -6.068 0.00
H -4.122 -0.458 -6.603 0.00
H -2.166 0.827 -7.259 0.00
H -1.199 -0.580 -6.884 0.00
H 0.646 0.797 -6.202 0.00
H -0.444 1.610 -5.140 0.00
H 1.003 4.009 -7.409 0.00
H 1.206 3.381 -5.793 0.00
H -0.092 4.321 -6.187 0.00
C -0.439 -1.855 -3.609 0.00
C -0.968 -0.968 -2.377 0.00
O 0.018 -0.895 -1.285 0.00
C 0.034 0.134 -0.353 0.00
O -0.789 1.026 -0.305 0.00
C 1.233 -0.021 0.593 0.00
F 2.404 0.038 -0.115 0.00
F 1.200 0.815 1.630 0.00
F 1.242 -1.220 1.152 0.00
H -0.242 -2.881 -3.297 0.00
H 0.568 -1.495 -3.820 0.00
H -1.193 -1.815 -4.395 0.00
H -1.809 -1.516 -1.952 0.00
H -1.279 0.016 -2.729 0.00
C 1.466 -0.349 8.770 0.00
C 0.989 0.964 8.100 0.00
O 1.754 1.244 6.953 0.00
C 1.498 2.496 6.355 0.00
O 0.720 3.320 6.765 0.00
C 2.242 2.623 4.996 0.00
F 1.764 3.715 4.381 0.00
F 3.559 2.659 5.269 0.00
F 2.034 1.570 4.197 0.00
H 0.890 -0.508 9.682 0.00
H 2.489 -0.299 9.144 0.00
H 1.450 -1.142 8.023 0.00
H 0.904 1.793 8.802 0.00
H -0.059 0.840 7.828 0.00
C 7.967 0.621 5.461 0.00
C 7.302 1.598 4.546 0.00
O 6.688 0.882 3.457 0.00
C 6.130 1.543 2.391 0.00
O 6.122 2.693 2.209 0.00
C 5.333 0.643 1.431 0.00
F 4.149 0.223 2.043 0.00
F 5.089 1.210 0.254 0.00
F 6.044 -0.404 1.155 0.00
H 7.304 -0.229 5.625 0.00
H 8.115 1.156 6.399 0.00
H 8.898 0.227 5.054 0.00
H 8.021 2.258 4.061 0.00
H 6.533 2.203 5.026 0.00
```

## Properties
2S+1: 2
Total charge: +1
E_HOMO (alpha / beta) (eV): -10.623 / -10.623

***

Result set for energy: -75838.18942, -75190.72672, -83032.54893 eV, one per record in the order listed.
Result set for ΔE to the lowest compared entry with this formula, charge and spin: 0.000, 0.596, 0.400 eV, one per record in the order listed.